# 1
# C21H34N11O4P

A 11-piece molecular cluster, C21H34N11O4P overall at a distorted geometry (ωB97M-V/def2-TZVPD, OMol25).

ORCA input file:
```
! wB97M-V def2-TZVPD RIJCOSX def2/J DEFGRID3
* xyz 0 1
N -0.07629 -0.58433 -1.43897
P -0.78147 0.96462 -1.71361
O -0.59798 1.21423 -3.36230
O -2.45477 0.79760 -1.40271
C -2.98106 -0.40662 -1.65978
O -3.56994 -0.98023 -0.83381
O -2.82309 -0.94880 -2.89966
H 0.80894 -0.55804 -1.98964
H -0.60904 -1.35342 -1.85013
H -1.18698 0.62692 -3.86154
H -2.26184 -1.72619 -2.81560
C 4.37424 -0.86266 -3.31588
C 3.26591 -0.19429 -2.63157
N 2.40271 0.32504 -2.10303
H 4.57932 -1.81881 -2.83795
H 4.11654 -1.03210 -4.35712
H 5.26551 -0.24110 -3.26971
C 0.09182 -2.33789 2.03732
C 0.96591 -2.63462 0.90098
N 1.64695 -2.86863 0.02296
H 0.54188 -2.71565 2.95517
H -0.04535 -1.26063 2.12325
H -0.88129 -2.80658 1.89383
C 2.79793 -0.24626 3.78745
C 1.99658 -0.60958 4.95899
N 1.35796 -0.89069 5.85678
H 3.29783 0.70594 3.95190
H 3.54449 -1.01245 3.60048
H 2.15182 -0.16123 2.91451
C 3.74787 0.67785 -7.67938
C 4.78479 -0.03802 -6.93022
N 5.58833 -0.59342 -6.34769
H 2.82277 0.69279 -7.10337
H 4.06716 1.69598 -7.86541
H 3.57136 0.18347 -8.62940
C -5.31560 -2.35849 1.81892
C -4.01688 -3.01305 2.00687
N -3.01159 -3.52414 2.15263
H -5.65094 -1.92533 2.76000
H -5.21979 -1.57064 1.07343
H -6.05005 -3.08565 1.47889
C -2.07220 -1.59753 4.96666
C -3.22078 -1.06048 5.70203
N -4.11259 -0.64388 6.27125
H -1.78180 -2.55818 5.38644
H -2.33748 -1.73284 3.92031
H -1.23112 -0.90950 5.03946
C -5.90927 1.84362 5.10510
C -6.52485 3.17545 5.07218
N -7.00507 4.20572 5.04675
H -6.35345 1.24907 5.89963
H -6.06753 1.34144 4.15268
H -4.84123 1.93284 5.28727
C 3.33826 -4.62554 3.28737
C 4.09000 -3.61755 4.05289
N 4.66979 -2.84491 4.64962
H 3.93247 -5.53245 3.19808
H 2.40622 -4.85930 3.79847
H 3.11362 -4.24767 2.29028
C -4.34509 5.91175 3.39440
C -3.48455 5.72353 2.22127
N -2.81807 5.57766 1.31245
H -3.84641 5.53100 4.28331
H -4.55656 6.97016 3.53104
H -5.28258 5.37729 3.25742
C 5.84808 4.10219 -10.06025
C 5.30182 2.74378 -10.13965
N 4.87998 1.69027 -10.20124
H 5.48357 4.69445 -10.89691
H 5.53742 4.57092 -9.12847
H 6.93479 4.06383 -10.09573
*
```

Properties
HOMO	-9.4	eV
energy relative to the best compared isomer or geometry (same formula, charge and spin)	5.7	kcal/mol
HOMO-LUMO gap	9.57	eV

***

# 2
# C21H34N2SYb

C21H34N2SYb as an isolated structure at a distorted geometry (ωB97M-V/def2-TZVPD, OMol25).

ORCA input file:
```
! wB97M-V def2-TZVPD RIJCOSX def2/J DEFGRID3
* xyz 2 1
C 5.42003 -0.59034 1.20828
C 5.07295 -2.08128 0.90085
C 4.17904 -2.20718 -0.35629
C 2.77277 -1.58381 -0.16442
C 1.90893 -2.49398 0.79014
C 0.80267 -3.21606 -0.03998
C -0.53108 -3.45015 0.74742
C -1.74959 -3.13944 -0.14027
C -2.02207 -1.60920 -0.30325
C -3.37122 -1.14614 0.35044
C -3.17906 -0.33128 1.66815
C -3.39971 1.20663 1.41593
C -2.23966 2.05839 1.95731
C -2.16539 3.52761 1.43486
C -2.63483 3.74129 -0.03053
C -1.52449 3.32807 -0.98671
C -1.06723 4.23726 -2.00726
C -0.05933 3.93364 -2.88743
C 0.59773 2.63537 -2.76417
N 1.65526 2.04486 -3.46058
S 1.89385 0.59156 -2.75987
N 0.73694 0.55164 -1.63403
C 0.12967 1.74818 -1.75642
C -0.94497 2.10258 -0.89069
H 5.16569 0.06841 0.36695
H 4.90506 -0.28342 2.12973
H 6.49544 -0.48627 1.40178
H 6.02813 -2.56704 0.65114
H 4.64864 -2.60537 1.76443
H 4.72839 -1.73522 -1.18814
H 4.08546 -3.28129 -0.58708
H 2.84808 -0.59972 0.32135
H 2.32258 -1.54099 -1.16997
H 2.59566 -3.28026 1.12938
H 1.51319 -1.91140 1.62831
H 0.52551 -2.61117 -0.92032
H 1.23088 -4.17181 -0.36974
H -0.57294 -4.52503 0.98448
H -0.55954 -2.91112 1.70406
H -1.54165 -3.56079 -1.13532
H -2.66476 -3.60995 0.24126
H -2.07948 -1.35854 -1.37692
H -1.16747 -1.05951 0.13120
H -3.99808 -2.01527 0.59289
H -3.91725 -0.58504 -0.42126
H -3.98967 -0.65134 2.33433
H -2.18792 -0.49518 2.10597
H -4.31314 1.53876 1.93154
H -3.58628 1.31018 0.33737
H -1.25373 1.58713 1.81000
H -2.35628 2.12229 3.04990
H -1.10155 3.81376 1.46817
H -2.70179 4.19283 2.12004
H -3.60288 3.29162 -0.27787
H -2.76690 4.82872 -0.15840
H -1.52910 5.21981 -2.11990
H 0.25392 4.65037 -3.65322
H -1.24235 1.33937 -0.17370
Yb -0.49508 2.02427 -4.94389
*
```

Properties
HOMO	-14.4	eV
HOMO-LUMO gap	4.95	eV

***

# 3
# C21H35AlBrClF7KMgN2NaO10P

C21H35AlBrClF7KMgN2NaO10P as an isolated structure at a distorted geometry (ωB97M-V/def2-TZVPD, OMol25).

ORCA input file:
```
! wB97M-V def2-TZVPD RIJCOSX def2/J DEFGRID3
* xyz -2 1
C 7.21578 2.85766 0.84244
C 5.96995 2.00562 0.61903
C 5.24027 2.35462 -0.69653
C 3.75596 2.47397 -0.55800
C 3.10230 3.62233 -1.03167
C 1.73951 3.74878 -0.97557
C 0.96824 2.74659 -0.44751
C -0.50815 2.57973 -0.41079
Cl -0.93060 1.81788 -2.04788
C -1.36534 3.75723 0.03913
C -2.39691 3.21638 1.04922
C 1.60069 1.66525 0.04655
C 2.96838 1.48051 -0.01514
C 3.22534 0.07673 0.50046
O 4.19021 -0.51042 0.85387
N 1.89231 -0.52025 0.55170
C 1.30268 -1.15574 -0.59877
C 1.12687 -2.64339 -0.59114
C 0.98296 0.53450 0.68069
O -0.07935 0.37312 1.20730
H 6.99044 3.77153 1.38421
H 7.85859 2.27852 1.51204
H 7.79107 3.03264 -0.06404
H 6.29088 0.97685 0.54776
H 5.27400 2.12421 1.43874
H 5.60418 3.32433 -1.02613
H 5.50498 1.67085 -1.49911
H 3.76466 4.52906 -1.53014
H 1.28371 4.64141 -1.39305
H -0.68514 1.80517 0.30548
H -0.76432 4.55647 0.45839
H -1.97656 4.13743 -0.78687
H -1.98547 3.16790 2.05069
H -3.32546 3.76592 1.01167
H -2.65790 2.20834 0.74666
H 1.75980 -0.83374 -1.53788
H 0.29916 -0.76412 -0.59395
H 1.37505 -2.96828 -1.59798
H 1.72241 -3.15436 0.15275
H 0.07613 -2.92012 -0.37761
Na -0.56711 3.95478 -2.97310
F 2.14402 3.51018 2.68905
Al 1.06614 4.48825 3.58435
F 0.14052 3.50739 4.59486
F 0.04326 5.29830 2.49536
F 1.93378 5.60508 4.50550
N -2.03293 -0.71203 -1.08883
H -1.40896 -1.07254 -1.82949
H -2.95923 -0.49222 -1.47688
H -2.13512 -1.41128 -0.35161
H -1.64746 0.16561 -0.67449
Br 4.45217 6.18688 -1.58638
K 0.73810 -4.73476 -2.47246
C -3.98485 0.63250 4.31532
C -4.56217 -0.43585 3.38729
O -5.92658 -0.72320 3.57043
C -6.94347 0.15109 2.94677
O -6.75071 0.36831 1.69225
C -7.13055 1.47440 3.75423
F -7.02942 1.28894 5.10697
F -8.37668 1.97129 3.56011
F -6.27744 2.46431 3.45194
H -4.39910 0.52183 5.31799
H -2.89540 0.54556 4.36342
H -4.20202 1.64088 3.97267
H -4.05422 -1.37951 3.62977
H -4.32966 -0.22108 2.33721
H -7.87594 -0.41015 3.22564
C -2.05654 -8.37911 -4.99794
O -0.84201 -8.20241 -4.27886
H -2.82300 -8.69692 -4.29429
H -2.37298 -7.44227 -5.47092
H -1.93028 -9.14796 -5.76273
H -0.17300 -7.94045 -4.92972
Mg 9.45523 2.72185 1.84284
O -3.34588 0.83061 -1.33074
H -3.37259 0.12506 -0.66712
O 1.92154 -10.55309 -4.20533
P 1.63455 -10.37547 -5.69205
O 0.40983 -11.21369 -6.06087
O 2.86958 -10.84489 -6.45113
O 1.39523 -8.89539 -5.96811
*
```

Properties
HOMO	-2.6	eV
HOMO-LUMO gap	2.02	eV

***

# 4
# C21H35BF6O6

A 3-piece molecular cluster, C21H35BF6O6 overall (ωB97M-V/def2-TZVPD, OMol25).

ORCA input file:
```
! wB97M-V def2-TZVPD RIJCOSX def2/J DEFGRID3
* xyz 0 1
C -3.68818 5.82397 -3.32122
C -2.85285 5.04829 -4.29184
O -1.83441 5.42419 -4.76826
O -3.42730 3.80473 -4.59075
C -2.60434 2.69865 -4.69401
O -1.52270 2.70500 -5.18954
C -3.25724 1.49292 -4.07265
B -2.99484 1.40528 -2.53333
C -1.52329 1.28762 -1.94795
O -1.03068 0.20533 -1.73882
C -0.77901 2.61429 -1.63991
F 0.07339 2.88991 -2.65542
F -1.76674 3.58128 -1.65477
C -0.04862 2.68337 -0.26556
F 0.48745 1.48536 0.05534
F -0.99727 2.97170 0.66566
C 1.06289 3.76840 -0.16498
F 0.59459 4.90635 -0.73511
F 1.26180 4.00176 1.14923
C 2.45497 3.45632 -0.77554
O 3.37371 4.17508 -0.54376
O 2.49309 2.36771 -1.53307
H -3.19625 5.81550 -2.34892
H -3.71126 6.85594 -3.67544
H -4.70505 5.44799 -3.25127
H -2.76239 0.62824 -4.53254
H -4.31876 1.45004 -4.31180
H -3.90098 1.36500 -1.76591
H 3.42131 2.23003 -1.78961
C -2.24443 -1.81275 0.93071
C -1.32231 -2.65283 0.05275
C -2.03429 -3.80303 -0.65601
C -2.66181 -4.84286 0.27431
C -1.68729 -5.49673 1.25262
C -0.56421 -6.27001 0.56801
H -2.68268 -2.39876 1.74049
H -1.69850 -0.98423 1.38448
H -3.06240 -1.39082 0.34082
H -0.49525 -3.03750 0.65686
H -0.87252 -2.00584 -0.70048
H -1.32737 -4.29501 -1.32975
H -2.82161 -3.39184 -1.29674
H -3.12630 -5.62271 -0.33781
H -3.47616 -4.38264 0.84085
H -2.24895 -6.17891 1.89605
H -1.25827 -4.73997 1.91507
H -0.96894 -7.05225 -0.07766
H 0.08563 -6.74641 1.30317
H 0.05891 -5.61755 -0.04539
C 1.17009 -0.88828 2.36530
C 2.06759 0.17132 2.99702
C 3.34338 0.43668 2.19967
C 4.27310 -0.76899 2.05221
C 4.73447 -1.38669 3.37108
C 5.53848 -0.42785 4.24415
H 1.66044 -1.86202 2.31498
H 0.24986 -1.01343 2.93805
H 0.89474 -0.59799 1.34978
H 2.31474 -0.11798 4.02203
H 1.50959 1.10869 3.07354
H 3.88722 1.26427 2.66323
H 3.06577 0.78304 1.19759
H 5.15343 -0.46062 1.47888
H 3.78019 -1.53969 1.45310
H 5.34748 -2.26315 3.14599
H 3.87231 -1.75673 3.93251
H 6.42226 -0.06779 3.71339
H 5.87465 -0.92088 5.15708
H 4.94795 0.44049 4.53982
*
```

Properties
HOMO	-10.5	eV
HOMO-LUMO gap	9.86	eV

***

# 5
# C21H35CeNOP2S

C21H35CeNOP2S as an isolated structure at a distorted geometry (ωB97M-V/def2-TZVPD, OMol25).

ORCA input file:
```
! wB97M-V def2-TZVPD RIJCOSX def2/J DEFGRID3
* xyz 0 1
Ce 0.23629 -0.22102 0.05086
P -1.06133 1.21020 2.24466
P 1.24550 -1.35233 -2.43191
N -0.69223 1.24119 -1.09052
H 2.20898 0.04452 0.82116
C -0.11968 2.29992 3.38841
H -0.79157 2.68375 4.17263
H 0.30009 3.14894 2.81823
H 0.70018 1.72917 3.86196
C -1.94344 0.16841 3.47406
H -2.31932 0.82303 4.27056
H -1.27892 -0.59269 3.91127
H -2.79318 -0.32838 2.98088
C -2.43038 2.31582 1.74054
H -2.89770 2.75156 2.63017
H -3.18130 1.73775 1.18812
H -2.05496 3.12235 1.09861
C 2.92983 -1.33540 -3.15454
H 2.88137 -1.84895 -4.12324
H 3.74608 -1.68604 -2.51254
H 3.13795 -0.28768 -3.39788
C 0.77379 -3.12232 -2.28092
H 1.28600 -3.74159 -3.03382
H -0.31112 -3.22764 -2.45747
H 1.01857 -3.50092 -1.28471
C 0.20553 -0.89471 -3.88919
H 0.59081 -1.40694 -4.78510
H 0.23673 0.19275 -4.05200
H -0.84930 -1.16971 -3.75411
C -1.27721 2.18219 -1.88095
C -1.19088 4.40359 -2.88826
C -0.62693 3.43256 -2.08363
C -2.53155 1.94276 -2.52886
C -3.08993 2.93205 -3.33616
C -2.42851 4.15824 -3.51726
H -0.67305 5.34829 -3.04574
H 0.34020 3.54565 -1.57753
H -2.98166 0.96704 -2.36661
H -4.04421 2.74255 -3.84362
H -2.87634 4.91757 -4.16387
C 0.75830 -2.34884 2.55270
O 0.04939 -1.91953 1.59722
C 1.54664 -1.40740 3.39746
H 2.42612 -1.91601 3.81775
H 0.97323 -0.97951 4.23822
H 1.92347 -0.55989 2.80165
C 0.95070 -3.78864 2.81565
H 2.01655 -4.04131 2.69874
H 0.34861 -4.38560 2.12866
H 0.67785 -4.05817 3.85034
S 3.10390 -1.27258 0.21313
C 3.65627 -2.86102 0.68839
C 4.42590 -3.08350 1.83925
C 4.80253 -4.38483 2.19854
C 4.46890 -5.45855 1.35865
C 3.84989 -5.21563 0.12835
C 3.51154 -3.92546 -0.24023
H 4.70502 -2.21959 2.44620
H 5.32570 -4.57309 3.14016
H 4.72322 -6.47444 1.66543
H 3.62541 -6.03572 -0.55196
H 3.13389 -3.70212 -1.24513
*
```

Properties
HOMO (spin up / spin down)	-5.7 / -5.7	eV
HOMO-LUMO gap (spin up / spin down)	5.36 / 5.36	eV

***

# 6
# C21H35N2O2OsSi2

C21H35N2O2OsSi2 as an isolated structure (ωB97M-V/def2-TZVPD, OMol25).

ORCA input file:
```
! wB97M-V def2-TZVPD RIJCOSX def2/J DEFGRID3
* xyz 3 1
Os -0.65648 0.80765 0.34638
C -0.75818 0.17712 3.95039
C -0.87319 1.04819 2.74506
C -2.11698 1.23248 2.10561
C -2.32087 2.28933 1.18005
C -1.23830 3.00286 0.68092
C 0.07478 2.69062 1.15439
C 0.23087 1.76208 2.21665
H 0.24353 -0.21903 4.08431
H -1.48698 -0.63077 3.93662
H -0.98336 0.79988 4.82197
H -2.95999 0.63055 2.42089
H -3.30384 2.46223 0.76367
H -1.37753 3.74466 -0.09334
H 0.92948 3.21924 0.75439
H 1.21657 1.58800 2.62121
C 4.13550 -1.19781 0.21181
Si 2.83151 -0.13636 1.01257
C 3.42042 1.63472 0.87242
C 2.58036 -0.68697 2.78038
C 1.11224 -0.09519 0.03445
C 1.22439 0.32490 -1.39139
C 2.14793 0.19140 -2.40584
C 1.89718 0.87475 -3.59654
C 0.77121 1.67542 -3.72307
C -0.12372 1.76879 -2.66550
N 0.11212 1.07482 -1.55634
Si 0.08742 -2.09481 0.07382
C 1.52330 -3.19208 0.46607
C -1.22191 -2.34071 1.36780
C -0.38631 -2.35261 -1.70331
H 5.07873 -0.82559 0.62524
H 4.23567 -1.12452 -0.86831
H 4.07409 -2.24947 0.48190
H 4.44932 1.64506 1.24428
H 2.88454 2.38603 1.45222
H 3.46760 1.96474 -0.16821
H 2.55226 0.14003 3.49247
H 3.44486 -1.29314 3.06324
H 1.69919 -1.31032 2.93573
H 3.03123 -0.41549 -2.28995
H 2.59485 0.79316 -4.41998
H 0.58109 2.22803 -4.63247
H -1.01974 2.37214 -2.70084
H 1.97254 -3.07612 1.44965
H 2.29263 -3.16725 -0.30258
H 1.07161 -4.19278 0.43661
H -0.82099 -2.15758 2.36534
H -1.46663 -3.40812 1.32536
H -2.14420 -1.78310 1.22441
H 0.50829 -2.56301 -2.29164
H -0.92568 -1.53211 -2.16958
H -1.01603 -3.24651 -1.74822
N -5.01373 0.25764 -2.89132
C -4.05139 -0.53419 -2.05477
C -3.04773 0.44869 -1.44391
O -3.11827 1.62900 -1.73372
O -2.21631 -0.11641 -0.63199
H -5.05532 -0.06340 -3.86077
H -4.67807 1.23804 -2.87325
H -5.96735 0.23498 -2.52326
H -3.53686 -1.26109 -2.67983
H -4.59136 -1.07070 -1.27836
*
```

Properties
HOMO (spin up / spin down)	-18.0 / -18.0	eV
energy relative to the best compared isomer or geometry (same formula, charge and spin)	0.0	kcal/mol
HOMO-LUMO gap (spin up / spin down)	7.09 / 7.09	eV

***

no.,M (g mol⁻¹)
1,535.55
2,519.62
3,868.21
4,508.30
5,551.65
6,593.93